Below is C20H24I2N2O2STl as an isolated structure, with properties calculated with ωB97M-V with the def2-TZVPD basis set.

XYZ file:
```
52
C20H24I2N2O2STl ωB97M-V with the def2-TZVPD basis set
Tl 0.121 -1.348 -0.163
I -2.361 -3.297 1.200
C -0.938 -4.588 2.094
I 1.073 -4.177 1.554
H -1.160 -5.601 1.782
H -1.018 -4.474 3.168
N -0.144 -3.009 -2.001
C -0.570 -3.636 -2.882
N -1.044 -4.365 -3.842
C -0.746 -5.811 -3.936
C 0.068 -6.058 -5.195
O -0.600 -5.540 -6.327
C -0.764 -4.140 -6.249
C -1.634 -3.773 -5.060
H -1.699 -6.340 -3.991
H -0.214 -6.126 -3.040
H 0.191 -7.127 -5.359
H 1.060 -5.598 -5.098
H -1.238 -3.822 -7.176
H 0.215 -3.649 -6.166
H -2.633 -4.194 -5.179
H -1.717 -2.695 -4.932
O 3.513 1.610 0.559
S 3.743 3.016 0.309
C 4.476 3.851 1.695
C 3.009 4.174 1.860
C 2.452 5.254 1.109
C 1.119 5.591 1.254
C 0.341 4.876 2.144
C 0.865 3.800 2.885
C 2.171 3.426 2.730
C 6.263 2.689 -1.808
C 7.366 2.252 -1.146
C 8.440 3.180 -0.848
C 9.617 2.719 -0.336
C 9.747 1.351 -0.064
C 8.717 0.418 -0.301
C 7.544 0.850 -0.835
H 5.084 4.707 1.422
H 4.954 3.180 2.399
H 3.092 5.837 0.455
H 0.705 6.418 0.695
H -0.698 5.150 2.282
H 0.230 3.278 3.588
H 2.587 2.598 3.290
H 6.146 3.734 -2.072
H 5.495 2.012 -2.167
H 8.307 4.229 -1.085
H 10.445 3.388 -0.146
H 10.685 0.993 0.346
H 8.877 -0.626 -0.073
H 6.737 0.160 -1.048
```

Output
* lowest unoccupied orbital energy: -10.8 eV
* relative energy (zero: lowest compared OMol25 entry of this formula, charge and spin): 325.8 kJ/mol
* charge: +3
* orbital gap: 4.19 eV